(1)
# C14H26O3RuS2Se2Si2

C14H26O3RuS2Se2Si2 as an isolated structure (ωB97M-V/def2-TZVPD, the OMol25 dataset).

The calculation puts the molecular weight at 621.65 g/mol. The total energy comes out at -7047.9398 Ha. The max |F| is 2.6 eV/Å. Its charge is -1. As for the multiplicity: 2. Its relative energy (zero: lowest compared OMol25 entry of this formula, charge and spin) is 49.1 kcal/mol.

Geometry (Å):
Ru (-0.265, -0.041, 0.339)
C (2.759, 0.983, -0.383)
Si (2.395, -0.770, 0.322)
C (3.724, -1.718, -0.620)
C (2.887, -0.512, 2.124)
C (4.249, -0.511, 2.455)
C (4.681, -0.227, 3.744)
C (3.747, 0.033, 4.735)
C (2.394, 0.035, 4.421)
C (1.936, -0.205, 3.121)
Si (0.074, -0.079, 2.674)
C (-0.624, 1.261, 3.820)
C (-0.638, -1.677, 3.395)
H (3.838, 1.008, -0.593)
H (2.545, 1.749, 0.364)
H (2.220, 1.214, -1.300)
H (4.720, -1.302, -0.435)
H (3.535, -1.670, -1.693)
H (3.733, -2.771, -0.331)
H (4.987, -0.724, 1.689)
H (5.741, -0.208, 3.973)
H (4.071, 0.248, 5.748)
H (1.675, 0.244, 5.207)
H (-0.365, 1.044, 4.861)
H (-1.716, 1.289, 3.750)
H (-0.237, 2.256, 3.576)
H (-0.421, -1.738, 4.468)
H (-0.198, -2.544, 2.899)
H (-1.722, -1.729, 3.255)
C (-5.026, -0.154, -0.262)
Se (-2.661, 0.168, -0.239)
C (-2.805, 2.068, -0.605)
C (-2.059, 2.891, 0.413)
Se (-0.130, 2.589, 0.357)
C (0.128, 3.695, -1.217)
H (-5.198, 0.044, -1.312)
H (-5.432, 0.556, 0.450)
H (-5.038, -1.194, 0.035)
H (-3.862, 2.333, -0.613)
H (-2.405, 2.227, -1.608)
H (-2.351, 2.635, 1.431)
H (-2.219, 3.958, 0.243)
H (-0.158, 4.713, -0.967)
H (-0.458, 3.311, -2.049)
H (1.185, 3.651, -1.469)
O (0.657, -3.755, -1.257)
S (0.292, -2.500, -0.660)
O (1.293, -2.194, 0.533)
O (-1.040, -2.422, -0.069)
S (0.545, -0.946, -1.909)

Löwdin population analysis, charges in e, atoms 1 to 5:
1 Ru 0.166
2 C -0.252
3 Si 0.332
4 C -0.183
5 C -0.250

(2)
# C14H26O3RuS2Se2Si2

C14H26O3RuS2Se2Si2 as an isolated structure (ωB97M-V/def2-TZVPD, the OMol25 dataset).

The calculation puts the molecular weight at 621.65 g/mol. The total energy comes out at -7047.9027 Ha. The max |F| is 0.8 eV/Å. Its charge is -1. As for the multiplicity: 6.

Geometry (Å):
Ru (0.432, 0.140, 0.264)
C (-0.879, -3.095, 1.350)
Si (-0.673, -1.314, 1.930)
C (-2.356, -0.649, 2.439)
C (0.322, -1.497, 3.527)
C (-0.099, -2.317, 4.582)
C (0.661, -2.450, 5.731)
C (1.861, -1.752, 5.845)
C (2.282, -0.936, 4.809)
C (1.521, -0.795, 3.641)
Si (1.969, 0.390, 2.232)
C (1.453, 2.065, 2.939)
C (3.814, 0.255, 1.994)
H (-1.332, -3.675, 2.160)
H (0.089, -3.543, 1.115)
H (-1.515, -3.181, 0.470)
H (-2.701, -1.185, 3.329)
H (-3.076, -0.786, 1.632)
H (-2.316, 0.415, 2.681)
H (-1.030, -2.872, 4.500)
H (0.327, -3.094, 6.536)
H (2.462, -1.849, 6.741)
H (3.215, -0.392, 4.922)
H (1.528, 2.021, 4.029)
H (0.421, 2.309, 2.678)
H (2.077, 2.867, 2.546)
H (4.301, 0.304, 2.972)
H (4.183, 1.062, 1.363)
H (4.075, -0.696, 1.528)
C (-3.667, -2.872, -2.035)
Se (-1.507, -0.884, -1.006)
C (-2.411, 0.563, -1.972)
C (-2.135, 0.633, -3.463)
Se (-0.442, 1.411, -3.992)
C (-0.902, 3.242, -3.541)
H (-4.474, -2.496, -1.426)
H (-3.135, -3.752, -1.711)
H (-3.617, -2.588, -3.075)
H (-2.211, 1.507, -1.468)
H (-3.466, 0.314, -1.833)
H (-2.924, 1.216, -3.947)
H (-2.147, -0.367, -3.898)
H (-1.831, 3.528, -4.035)
H (-0.085, 3.865, -3.890)
H (-0.976, 3.349, -2.463)
O (0.296, 2.231, -0.521)
S (1.728, 2.307, -1.020)
O (2.629, 2.619, 0.073)
O (1.867, 3.110, -2.202)
S (2.052, 0.274, -1.464)

Löwdin population analysis, charges in e, atoms 1 to 5:
1 Ru 0.618
2 C -0.247
3 Si 0.381
4 C -0.234
5 C -0.320

(3)
# C14H27Al2Br4CsF5LiN4O5S2

C14H27Al2Br4CsF5LiN4O5S2 as an isolated structure (ωB97M-V/def2-TZVPD, the OMol25 dataset).

The calculation puts the molecular weight at 1003.94 g/mol. The total energy comes out at -13248.4157 Ha. The max |F| is 6.5 eV/Å. Its charge is +2.

Geometry (Å):
C (1.146, -0.979, -2.758)
C (0.300, 0.058, -3.726)
C (0.229, 1.605, -3.204)
N (-1.093, 1.920, -3.768)
C (-1.849, 0.734, -3.443)
N (-2.945, 0.615, -2.720)
C (-3.567, -0.687, -2.447)
O (-2.944, -1.682, -1.957)
O (-4.930, -0.826, -2.692)
N (-1.101, -0.330, -4.083)
H (0.524, -1.879, -2.564)
H (2.161, -1.221, -3.262)
H (1.315, -0.420, -1.777)
H (0.865, 0.199, -4.742)
H (1.156, 2.181, -3.611)
H (0.264, 1.610, -2.051)
H (-1.503, 2.826, -3.556)
H (-3.332, 1.479, -2.343)
H (-1.227, -1.277, -3.710)
Li (-4.378, -1.536, -0.629)
C (4.572, -1.872, 0.163)
S (3.261, -0.663, 0.408)
O (3.258, 0.231, -0.803)
C (4.100, 0.239, 1.724)
H (4.286, -2.530, -0.658)
H (5.503, -1.363, -0.085)
H (4.694, -2.461, 1.073)
H (5.059, 0.601, 1.351)
H (4.267, -0.420, 2.585)
H (3.482, 1.087, 2.021)
C (4.617, 0.649, 5.870)
C (4.550, -0.574, 5.076)
N (4.497, -1.539, 4.452)
H (5.605, 0.778, 6.316)
H (4.424, 1.519, 5.263)
H (3.890, 0.644, 6.681)
Br (-3.921, -1.636, -4.799)
Cs (2.814, 0.760, -4.057)
C (-0.727, 1.713, 4.892)
C (-0.604, 0.991, 6.241)
C (0.874, 0.975, 6.624)
S (1.605, 2.423, 5.856)
O (2.557, 1.980, 4.865)
O (1.955, 3.368, 6.879)
C (0.123, 2.975, 5.026)
H (-1.763, 1.949, 4.652)
H (-0.330, 1.078, 4.093)
H (-1.179, 1.531, 6.998)
H (-1.008, -0.045, 6.197)
H (1.013, 1.033, 7.703)
H (1.385, 0.091, 6.231)
H (0.380, 3.424, 4.068)
H (-0.363, 3.713, 5.667)
F (-0.670, -5.441, -7.677)
Al (-1.294, -4.122, -6.728)
F (-2.575, -3.273, -7.630)
F (-0.014, -2.980, -6.371)
F (-1.955, -4.736, -5.229)
Al (-0.998, -1.855, 6.270)
C (-7.991, 0.689, -4.692)
Br (-6.783, 2.085, -5.285)
Br (-9.621, 1.424, -3.948)
Br (-8.355, -0.595, -6.092)
H (-7.490, 0.155, -3.893)
F (-4.221, -4.387, -8.255)

Löwdin population analysis, charges in e, atoms 1 to 5:
1 C -0.166
2 C -0.472
3 C -0.237
4 N 0.086
5 C -0.223

(4)
# C14H27As3PdS5

C14H27As3PdS5 as an isolated structure (ωB97M-V/def2-TZVPD, the OMol25 dataset).

The calculation puts the molecular weight at 686.89 g/mol. The total energy comes out at -9375.7326 Ha. The max |F| is 3.3 eV/Å. Its charge is 0. As for the multiplicity: 3.

Geometry (Å):
Pd (6.400, -15.483, -4.370)
S (9.842, -21.052, -7.672)
C (9.185, -19.788, -6.867)
S (9.337, -19.450, -5.128)
C (8.239, -18.090, -5.053)
C (7.579, -17.849, -6.267)
S (6.270, -16.783, -6.464)
S (8.216, -18.650, -7.676)
S (7.933, -17.272, -3.626)
C (7.681, -14.603, -0.896)
As (7.200, -13.825, -2.566)
C (8.688, -12.614, -3.004)
C (5.912, -12.402, -2.054)
C (4.441, -12.821, -2.023)
C (4.202, -14.214, -1.373)
C (3.837, -12.854, -3.424)
As (4.312, -14.307, -4.789)
C (2.690, -15.357, -4.877)
C (4.254, -13.228, -6.426)
C (3.684, -11.698, -1.150)
As (3.798, -9.780, -1.371)
C (4.055, -9.348, -3.334)
C (5.669, -9.412, -0.960)
H (7.952, -13.899, -0.147)
H (8.472, -15.329, -1.050)
H (6.733, -15.149, -0.517)
H (8.852, -11.850, -2.273)
H (8.445, -12.052, -3.932)
H (9.612, -13.212, -3.237)
H (6.097, -11.606, -2.751)
H (6.192, -11.966, -1.129)
H (4.731, -14.989, -1.894)
H (3.162, -14.452, -1.443)
H (4.514, -14.239, -0.291)
H (4.112, -11.954, -3.963)
H (2.736, -12.895, -3.329)
H (1.902, -15.024, -5.502)
H (2.279, -15.459, -3.850)
H (2.990, -16.242, -5.315)
H (3.363, -12.731, -6.506)
H (4.391, -13.915, -7.272)
H (5.167, -12.636, -6.324)
H (3.867, -11.857, -0.117)
H (2.630, -11.944, -1.263)
H (3.315, -9.793, -3.961)
H (4.993, -9.750, -3.665)
H (4.084, -8.264, -3.455)
H (5.926, -9.790, 0.063)
H (5.687, -8.357, -0.878)
H (6.417, -9.778, -1.633)

Löwdin population analysis, charges in e, atoms 1 to 5:
1 Pd -0.093
2 S 0.568
3 C -1.501
4 S 0.896
5 C -1.178